Version w
A gas-phase ion, C4H10NS (charge -1). Source: the Open Molecules 2025 dataset; level of theory: ωB97M-V with the def2-TZVPD basis set.

Last column: natural (NBO) charge in e.
Positions of all 16 atoms, in Å:
C -0.60827 -2.78526 0.11657  -0.403
N 0.38448 -1.74470 -0.01928  -0.629
C -0.16575 -0.38973 0.10302  -0.070
C -1.08078 0.00468 -1.06388  -0.647
C 0.96514 0.61933 0.26560  -0.522
S 0.47864 2.35188 0.52492  -0.720
H -1.37392 -2.77933 -0.67500  0.152
H -1.09118 -2.66821 1.08878  0.187
H -0.12222 -3.76323 0.08116  0.178
H 0.82658 -1.80241 -0.92947  0.337
H -0.78479 -0.33596 1.00908  0.178
H -1.98200 -0.60777 -1.13230  0.177
H -1.34431 1.04688 -0.92224  0.258
H -0.51871 -0.10547 -2.00323  0.176
H 1.63018 0.52432 -0.60620  0.159
H 1.57949 0.27696 1.10602  0.186

- Net charge: -1
- SMILES: CN[C@H](C)C[S-]
- E_LUMO: 3.746 eV
- Gap between HOMO and LUMO: 5.97 eV

=====

Version x
A gas-phase ion, C4H10NS (charge -1). Source: the Open Molecules 2025 dataset; level of theory: ωB97M-V with the def2-TZVPD basis set.

Last column: natural (NBO) charge in e.
Positions of all 16 atoms, in Å:
C -1.11399 1.56724 0.26111  -0.402
N -0.64552 0.94861 -0.94244  -0.671
C -0.22235 -0.47268 -1.09001  -0.217
C 0.01706 -1.18086 0.24173  -0.423
C 1.36163 -0.76939 0.81663  -0.529
S 2.74114 -1.72586 0.09223  -0.732
H -1.92813 2.27340 0.03959  0.161
H -1.52626 0.83695 0.95217  0.195
H -0.38406 2.15379 0.81586  0.160
H -0.12327 1.59407 -1.50891  0.352
H -0.94432 -0.99055 -1.72840  0.160
H 0.78308 -0.39647 -1.51167  0.223
H -0.80197 -0.96080 0.94063  0.165
H -0.02277 -2.24555 0.00759  0.214
H 1.46130 0.31872 0.72971  0.169
H 1.34844 -0.95063 1.88416  0.175

- Net charge: -1
- SMILES: CNCCC[S-]
- E_LUMO: 3.753 eV
- Gap between HOMO and LUMO: 6.00 eV

=====

Most stable to least stable, the ends of the list are version w and version x.

=====

Version w
A molecular structure, C14H34ClN2O12P4ReS. Source: the Open Molecules 2025 dataset; level of theory: ωB97M-V with the def2-TZVPD basis set.

Last column: natural (NBO) charge in e.
Positions of all 69 atoms, in Å:
Re -0.50290 -0.45902 -0.55806  1.410
C -1.19146 4.74901 0.19992  -0.643
C -1.09416 3.40209 -0.50963  -0.489
O -1.23466 3.53621 -1.91552  -0.708
P 0.53159 2.64551 -0.34153  2.428
O 0.84911 2.59491 1.18645  -1.024
O 1.58650 3.50878 -1.08027  -0.987
O 0.53268 1.25000 -0.94233  -1.104
P -2.43643 2.26007 0.04781  2.386
O -2.38690 2.25981 1.65676  -1.012
O -3.69629 2.78397 -0.48870  -1.085
O -2.03355 0.82314 -0.33852  -1.103
H -0.50158 5.45021 -0.26861  0.244
H -0.95159 4.66786 1.25946  0.228
H -2.20510 5.13404 0.08447  0.243
H -2.17179 3.43024 -2.14192  0.510
H 1.70473 2.06954 1.31545  0.543
H 2.40504 2.97271 -1.26850  0.560
H -3.10517 2.81427 1.99387  0.522
C -3.11921 -2.19767 -2.08726  -0.960
P -2.32386 -2.07366 -0.47627  1.142
C -3.61978 -1.67007 0.70917  -0.953
C -1.65843 -3.71250 -0.05471  -0.729
C -0.37290 -3.92754 -0.85691  -0.734
P 0.84639 -2.55441 -0.64971  1.143
C 1.97726 -2.90826 -2.01098  -0.949
C 1.62773 -2.99922 0.92341  -0.954
H -3.95125 -2.90105 -2.03676  0.250
H -2.39883 -2.51344 -2.83923  0.265
H -3.48062 -1.20712 -2.36842  0.290
H -4.44000 -2.38373 0.62106  0.254
H -3.98671 -0.66640 0.50240  0.280
H -3.22131 -1.70104 1.72226  0.252
H -2.40247 -4.48727 -0.25327  0.259
H -1.46333 -3.72004 1.02081  0.243
H -0.59596 -3.99559 -1.92476  0.247
H 0.11340 -4.86618 -0.58216  0.253
H 1.94077 -3.97795 -2.21776  0.239
H 2.98655 -2.59986 -1.75687  0.274
H 1.65505 -2.34643 -2.88688  0.284
H 2.26914 -3.86883 0.77573  0.251
H 0.85590 -3.25181 1.64953  0.239
H 2.21985 -2.16844 1.29791  0.267
C 1.72769 0.50636 4.16642  -0.411
N 0.34451 0.59348 3.67412  -0.427
C -0.67469 1.29661 4.45953  -0.397
C 0.03879 0.08432 2.53399  0.711
N -0.23948 -0.38823 1.50950  -0.560
H 1.80294 -0.26504 4.93214  0.211
H 1.98855 1.47457 4.59004  0.223
H 2.38801 0.28940 3.32975  0.263
H -0.96730 0.68957 5.31561  0.214
H -1.52932 1.49914 3.81916  0.239
H -0.24732 2.23853 4.79859  0.223
Cl 1.03504 -0.73652 -5.02002  -0.037
C 0.21080 0.68590 -4.33908  -0.480
C -0.89002 0.33390 -3.37602  0.788
O -1.96193 0.87072 -3.36625  -0.551
O -0.56205 -0.62976 -2.49727  -0.753
H -0.20703 1.25816 -5.16196  0.251
H 0.95519 1.27904 -3.80744  0.255
C 4.98732 -0.12363 0.13174  -0.892
S 3.37092 0.53172 -0.06042  2.452
O 2.93342 0.89922 1.31188  -1.068
O 3.49273 1.68902 -0.93640  -1.021
O 2.52882 -0.52461 -0.61316  -1.047
H 5.63031 0.65789 0.52524  0.258
H 5.33814 -0.43932 -0.84690  0.251
H 4.95049 -0.96527 0.81628  0.237

- Net charge: +1
- E_LUMO (spin up / spin down): -2.214 / -3.986 eV
- Gap between HOMO and LUMO (spin up / spin down): 9.65 / 8.56 eV
- 2S+1: 4
- <S²>: 3.77

=====

Version x
A molecular structure, C14H34ClN2O12P4ReS. Source: the Open Molecules 2025 dataset; level of theory: ωB97M-V with the def2-TZVPD basis set.

Last column: natural (NBO) charge in e.
Positions of all 69 atoms, in Å:
Re 0.28738 0.21396 -0.30096  1.181
C 0.85171 2.21061 4.91096  -0.633
C 1.40675 1.08522 4.05708  -0.439
O 2.16821 0.22169 4.86323  -0.686
P 0.07015 0.21224 3.12374  2.415
O -1.23469 0.37232 3.95153  -0.981
O 0.62798 -1.26086 3.19108  -0.973
O 0.05218 0.89251 1.76600  -1.121
P 2.52764 1.74145 2.73164  2.368
O 3.89267 2.08291 3.49506  -0.982
O 2.93659 0.32694 2.08917  -0.826
O 2.16561 2.80594 1.78618  -1.112
H 0.20447 1.78655 5.67587  0.252
H 0.27381 2.90578 4.30110  0.233
H 1.66801 2.74203 5.40013  0.233
H 2.38304 -0.58216 4.36974  0.498
H -1.99834 0.65098 3.36622  0.567
H 0.08484 -1.87036 2.66332  0.547
H 3.93980 2.99740 3.80965  0.523
C -0.59062 3.65949 0.25115  -0.953
P 0.45430 2.58162 -0.75794  1.136
C 2.04946 3.41639 -1.01985  -0.954
C -0.27964 2.66455 -2.45103  -0.720
C 0.47446 1.69714 -3.36778  -0.730
P 0.34651 -0.00557 -2.68815  1.180
C -1.19074 -0.67469 -3.37381  -0.961
C 1.68774 -0.95291 -3.46610  -0.952
H -0.86508 4.55078 -0.31245  0.248
H -0.03079 3.92662 1.14356  0.274
H -1.48301 3.10438 0.54067  0.270
H 1.91711 4.24860 -1.71097  0.241
H 2.76984 2.70527 -1.42310  0.250
H 2.41444 3.77433 -0.06271  0.295
H -0.22692 3.68651 -2.83026  0.248
H -1.33152 2.37856 -2.36696  0.247
H 1.53451 1.96013 -3.40292  0.242
H 0.08326 1.71978 -4.38622  0.255
H -1.15945 -0.60936 -4.46138  0.247
H -2.04199 -0.11953 -2.98274  0.258
H -1.27584 -1.71622 -3.06331  0.281
H 1.98348 -0.47654 -4.39990  0.252
H 1.34672 -1.96925 -3.66091  0.269
H 2.53356 -0.99153 -2.78113  0.267
C 4.65145 -0.90274 -0.83289  -0.412
N 4.39852 -0.26853 0.45168  -0.376
C 5.51618 -0.09270 1.36336  -0.413
C 3.13220 0.05670 0.74412  0.740
N 2.18758 0.04636 -0.11624  -0.732
H 5.57413 -1.47424 -0.76433  0.219
H 4.74419 -0.15968 -1.62984  0.196
H 3.82339 -1.57226 -1.05789  0.245
H 5.84621 -1.05001 1.77290  0.211
H 5.23292 0.55768 2.18294  0.235
H 6.34671 0.36358 0.82430  0.212
Cl -0.64824 -4.33463 -2.25782  -0.055
C 0.06533 -4.25045 -0.62992  -0.466
C 0.72489 -2.87822 -0.42982  0.776
O 1.89257 -2.81545 -0.09078  -0.636
O -0.09175 -1.89404 -0.66553  -0.777
H 0.80648 -5.03546 -0.53579  0.240
H -0.73875 -4.38666 0.09062  0.234
C -3.88974 -1.12782 0.01230  -0.878
S -2.52835 -0.22216 0.70760  2.424
O -3.08903 0.75953 1.62262  -0.994
O -1.71381 -1.23192 1.36300  -1.017
O -1.83650 0.42360 -0.44564  -0.988
H -4.38130 -1.62903 0.84214  0.260
H -3.48803 -1.85210 -0.69327  0.250
H -4.57182 -0.43536 -0.47414  0.250

- Net charge: +1
- E_LUMO (spin up / spin down): -1.828 / -3.765 eV
- Gap between HOMO and LUMO (spin up / spin down): 8.95 / 7.91 eV
- 2S+1: 4
- <S²>: 3.77

=====

Most stable to least stable, the ends of the list are version w and version x.

=====

Version w
A molecular structure, C16H22N6. Source: the Open Molecules 2025 dataset; level of theory: ωB97M-V with the def2-TZVPD basis set.

Last column: natural (NBO) charge in e.
Positions of all 44 atoms, in Å:
C 2.56701 3.30404 0.61125  -0.236
C 2.22960 2.03903 0.90050  -0.143
C 1.56989 1.34423 -0.05063  -0.053
C 1.29029 1.73774 -1.32866  0.013
N 1.67130 2.79550 -1.81695  -0.374
C 2.21352 3.63428 -0.72228  0.021
H 2.49302 4.56962 -0.95451  0.175
H 0.72614 1.21964 -2.20432  0.224
C 0.89077 -0.10119 0.30544  -0.027
C -0.00150 -0.73369 -0.58325  0.323
N 0.14756 -1.06775 -1.70920  -0.366
N -1.07153 -1.49208 -2.35298  0.016
N -1.89704 -1.41782 -1.60900  0.029
N -1.37022 -0.57445 -0.37367  -0.331
C -2.18919 -0.07453 0.50809  -0.033
H -1.74362 -0.30244 1.70971  0.183
C -2.26842 1.29385 0.44230  -0.450
H -1.47433 1.80641 -0.05286  0.225
C -3.49551 1.68830 -0.46826  -0.376
C -4.55278 0.64810 0.43066  -0.329
H -5.42860 0.31376 -0.38197  0.190
C -3.73963 -0.50538 0.77784  -0.395
H -3.88201 -0.95076 1.62962  0.208
H -3.77286 -1.29972 0.01053  0.227
H -4.88894 1.21977 0.99728  0.149
H -3.90251 2.62111 -0.42559  0.208
H -3.42710 1.07042 -1.43445  0.202
H -2.36153 2.13242 1.31525  0.223
N 2.03764 -0.97442 0.78549  -0.482
C 2.97054 -1.33772 -0.40605  -0.240
H 2.73155 -0.53125 -1.36803  0.224
C 2.62795 -2.80612 -0.94199  -0.430
H 3.62153 -3.30439 -0.82502  0.198
H 2.14533 -2.99436 -1.80328  0.216
C 1.71389 -3.34534 0.31548  -0.372
H 2.08666 -4.05090 0.73089  0.157
H 0.74243 -3.34594 -0.20630  0.204
C 1.87409 -2.16580 1.64615  -0.160
H 0.98538 -2.06986 2.04800  0.191
H 2.64070 -2.25025 2.09699  0.162
H 4.06405 -1.23893 -0.02859  0.209
H 0.29009 0.06352 1.60454  0.202
H 2.14940 1.63087 1.93237  0.227
H 2.98695 3.80246 1.24946  0.193

- E_LUMO: 0.327 eV
- Gap between HOMO and LUMO: 8.56 eV

=====

Version x
C16H22N6 in the gas phase. Source: the Open Molecules 2025 dataset; level of theory: ωB97M-V with the def2-TZVPD basis set.

Last column: natural (NBO) charge in e.
Positions of all 44 atoms, in Å:
C -1.81211 4.21047 -3.31711  -0.605
C -3.05127 3.25519 -3.30708  -0.209
N -3.08410 2.77727 -1.88597  -0.022
N -3.40200 3.46213 -0.74663  -0.035
N -3.15661 2.56956 0.20252  -0.288
C -2.85130 1.36722 -0.24642  0.286
C -2.73645 0.04873 0.39721  -0.450
C -1.74398 0.07637 1.55481  -0.047
C -2.18131 0.65550 2.79975  -0.209
C -1.42842 0.48541 4.00659  -0.227
C -0.21111 -0.19155 3.93883  0.113
N 0.65463 -0.62332 4.98767  -0.549
C 1.63665 -1.36122 4.37538  -0.027
C 1.50697 -1.35715 3.00906  -0.116
C 2.43851 -2.02485 1.95111  -0.425
C 1.91725 -3.44175 1.46663  -0.221
N 2.84913 -4.23015 0.49368  -0.472
C 2.68569 -3.73065 -0.89332  -0.407
C 3.08577 -5.67647 0.78469  -0.399
C 0.28029 -0.66972 2.72326  -0.022
C -0.49089 -0.48015 1.53383  -0.212
N -2.72826 1.50313 -1.55028  -0.274
H -1.91069 5.02353 -2.68054  0.219
H -1.52980 4.56039 -4.30363  0.213
H -1.00567 3.56645 -2.90301  0.214
H -3.94430 3.82777 -3.56282  0.220
H -2.86788 2.40896 -3.92354  0.232
H -2.37859 -0.67981 -0.35714  0.246
H -3.70327 -0.21659 0.74581  0.238
H -3.12170 1.26010 2.84782  0.228
H -1.83183 0.85194 4.94140  0.216
H 0.47261 -0.66713 6.04168  0.425
H 2.43942 -1.97125 4.81636  0.216
H 3.34873 -2.26738 2.41566  0.217
H 2.60311 -1.18538 1.16505  0.219
H 0.92412 -3.40333 0.99004  0.173
H 1.58925 -4.10906 2.31751  0.205
H 1.68092 -3.92592 -1.28765  0.155
H 3.38418 -4.09936 -1.63013  0.201
H 2.77377 -2.67246 -0.94361  0.197
H 3.72688 -6.15559 0.01277  0.202
H 2.11607 -6.04970 0.73696  0.170
H 3.52480 -5.90450 1.75022  0.199
H 0.00434 -1.04882 0.66001  0.211

- SMILES: CCn1nnc(Cc2ccc3[nH]cc(CCN(C)C)c3c2)n1
- E_LUMO: 0.887 eV
- Gap between HOMO and LUMO: 8.51 eV

=====

Most stable to least stable, the ends of the list are version x and version w.

=====

Version w
2 unconnected molecules or ions with the total composition C3H4NP. Source: the Open Molecules 2025 dataset; level of theory: ωB97M-V with the def2-TZVPD basis set.

Last column: natural (NBO) charge in e.
Positions of all 9 atoms, in Å:
C 0.47688 2.04087 -0.30437  0.195
C 1.65516 0.06494 1.10288  -0.485
C 0.29949 2.12784 1.05842  -0.406
N 0.81113 1.82536 -1.36244  -0.320
P 0.83812 -1.17512 0.40156  0.439
H 2.39826 0.29449 1.71437  0.145
H 0.81257 2.80457 1.60635  0.219
H -0.66870 1.71328 1.42068  0.238
H 1.59933 -2.24633 0.97886  -0.025

- E_LUMO (spin up / spin down): -0.666 / -1.067 eV
- Gap between HOMO and LUMO (spin up / spin down): 8.40 / 7.98 eV

=====

Version x
C3H4NP in the gas phase. Source: the Open Molecules 2025 dataset; level of theory: ωB97M-V with the def2-TZVPD basis set.

Last column: natural (NBO) charge in e.
Positions of all 9 atoms, in Å:
C 1.09976 -0.28292 -0.40783  0.001
N 1.03847 1.07031 -0.25155  -0.421
C -0.17330 1.47415 -0.12288  -0.209
P -1.38018 0.20647 -0.25398  0.557
C -0.09510 -1.02520 -0.35832  -0.593
H 2.02791 -0.59054 -0.60760  0.195
H -0.26116 2.47856 0.02180  0.202
H -1.92779 0.33320 0.98634  0.013
H -0.35378 -2.07024 -0.70487  0.254

- SMILES: C1=NC=[PH]=C1
- E_LUMO: 0.163 eV
- Gap between HOMO and LUMO: 9.41 eV

=====

Most stable to least stable, the ends of the list are version x and version w.

=====

Version w
2 unconnected molecules or ions with the total composition C3H3O2. Source: the Open Molecules 2025 dataset; level of theory: ωB97M-V with the def2-TZVPD basis set.

Last column: natural (NBO) charge in e.
Positions of all 8 atoms, in Å:
C 0.77315 0.28424 -0.27529  -0.783
C -0.10005 0.76194 -1.19851  0.850
C -0.67023 -0.83543 0.99978  0.664
O -0.84819 1.06952 -1.97280  -0.274
O -1.29707 -0.11121 1.62666  -0.281
H 1.04723 0.91401 0.59582  0.320
H 1.49766 -0.30395 -0.64604  0.289
H -0.40250 -1.77913 0.87038  0.215

- Net charge: +1
- E_LUMO: -5.785 eV
- Gap between HOMO and LUMO: 10.09 eV

=====

Version x
A gas-phase ion, C3H3O2 (charge +1). Source: the Open Molecules 2025 dataset; level of theory: ωB97M-V with the def2-TZVPD basis set.

Last column: natural (NBO) charge in e.
Positions of all 8 atoms, in Å:
C -0.80742 -0.65650 0.07406  0.084
C -0.74095 0.71588 0.08023  0.085
C 1.21253 -0.15725 -0.07144  0.605
O 0.47119 -1.17081 0.02978  -0.301
O 0.57005 0.95371 0.04181  -0.331
H -1.60595 -1.25173 0.15551  0.248
H -1.50426 1.57221 0.12843  0.303
H 2.40480 -0.00551 -0.43838  0.308

- Net charge: +1
- E_LUMO: -5.366 eV
- Gap between HOMO and LUMO: 11.06 eV

=====

Most stable to least stable, the ends of the list are version x and version w.